ORCA calculation (ωB97M-V/def2-TZVPD) on a structure of composition C17H12F3O5PdSTe at a distorted geometry.

Last column: natural (NBO) charge in e.
Positions of all 40 atoms, in Å:
Pd: 0.45938 2.96062 0.38534  0.5841
O: -1.87382 -0.21219 1.49744  -0.7255
C: -0.76032 0.53441 1.13954  0.4768
O: -1.10932 1.71571 0.60764  -0.7838
C: 0.08188 0.71211 2.45944  -0.1068
O: 1.30838 1.38291 2.24074  -0.5189
C: 2.30728 0.60301 1.57664  -0.1832
C: 2.19218 0.91401 0.07834  0.7629
O: 2.97418 1.61331 -0.52026  -0.5301
O: 1.08748 0.48751 -0.54566  -0.4738
H: -2.65132 0.12781 1.03314  0.5058
H: -0.49742 1.35031 3.13154  0.2353
H: 0.21958 -0.27229 2.91444  0.1838
H: 3.27888 0.95461 1.93814  0.2465
H: 2.18228 -0.46409 1.79114  0.1984
Te: 1.72448 4.00151 -1.56396  0.4618
C: 0.83998 5.77502 -0.89556  -0.5762
C: -0.23542 5.86922 -0.01016  -0.2447
C: -0.55082 7.18562 0.31994  -0.2659
C: 0.25888 8.09642 -0.32436  -0.3784
S: 1.42738 7.36451 -1.31476  0.5153
H: -0.81922 4.99952 0.34804  0.2262
H: -1.33242 7.46862 1.00234  0.2409
H: 0.20498 9.16592 -0.25676  0.2509
F: -0.29422 -7.77078 -1.22466  -0.3017
C: -1.15462 -6.88038 -1.73146  0.9549
F: -1.15742 -7.04908 -3.06056  -0.3014
F: -2.37642 -7.24268 -1.30156  -0.3007
C: -0.83172 -5.46109 -1.33786  0.0207
C: -0.02912 -5.20339 -0.22416  -0.2060
C: 0.24158 -3.91209 0.14574  -0.0614
C: -0.31922 -2.82048 -0.57446  -0.1533
C: -1.13502 -3.10879 -1.70796  -0.0614
C: -1.37782 -4.40578 -2.07566  -0.2031
C: -0.10202 -1.53559 -0.20036  0.3310
C: 0.11168 -0.30359 0.11814  0.1680
H: 0.38188 -6.02138 0.34614  0.2626
H: 0.86278 -3.70859 1.00144  0.2415
H: -1.55302 -2.28739 -2.26446  0.2478
H: -1.98452 -4.62308 -2.94076  0.2611

Computed properties:
E_LUMO (alpha / beta) ... -0.235 / -0.235 hartree
Energy relative to the best compared isomer or geometry (same formula, charge and spin) ... 50.79 kcal/mol
DFT total energy ... -2124.45530 hartree
M ... 619.359 Da
Charge ... +1